1.
A 8-piece molecular cluster, C31H44BN7O overall, computed with ωB97M-V/def2-TZVPD.

The HOMO energy comes out at -8.03 eV. Its strongest force on any atom is 0.00835 hartree/bohr. As for the calculated total energy: -46012.3494 eV. The value obtained for the lowest unoccupied orbital energy is 0.00 eV.

Geometry as ORCA input:
```
! wB97M-V def2-TZVPD RIJCOSX def2/J DEFGRID3
* xyz 0 1
B -2.17164 4.71328 5.84873
C -1.56035 4.17622 4.51157
C -1.99307 2.71823 4.18735
C -0.90299 1.86863 3.50689
O -1.28128 1.42373 2.19351
H -3.33191 4.52151 6.06575
H -1.52631 5.28930 6.66838
H -0.46711 4.26949 4.46724
H -1.95775 4.84632 3.72459
H -2.34036 2.20052 5.09098
H -2.86990 2.72638 3.52297
H 0.04375 2.42409 3.44772
H -0.70234 0.94553 4.05818
H -1.49163 2.20833 1.68842
N 1.24082 -0.00772 1.57492
C 1.57504 -1.31450 1.34198
C 2.88880 -1.48073 1.69765
C 3.36264 -0.22570 2.17229
C 2.32081 0.65652 2.07855
H 0.34557 0.42804 1.44540
H 0.85948 -2.02584 0.96425
H 3.44445 -2.40148 1.63250
H 4.35633 0.00244 2.52369
H 2.25935 1.70274 2.32163
N -3.03972 0.57081 -0.39892
C -4.13244 0.42944 -1.20975
C -3.78967 -0.40579 -2.24137
C -2.43273 -0.77920 -2.04479
C -2.00030 -0.16194 -0.90129
H -3.00373 1.10167 0.45175
H -5.06167 0.92383 -0.98190
H -4.43557 -0.71851 -3.04500
H -1.84278 -1.42655 -2.67400
H -1.04021 -0.17555 -0.41062
N 3.22068 3.65969 4.13285
C 2.92295 2.58335 4.91750
C 2.17678 3.02436 5.97882
C 2.02110 4.43113 5.82661
C 2.67396 4.79230 4.67628
H 3.76073 3.60643 3.28570
H 3.26070 1.59752 4.64925
H 1.78647 2.40984 6.77310
H 1.49177 5.10008 6.48552
H 2.79721 5.75415 4.20733
N 5.87572 3.94838 1.73227
C 4.83597 3.78444 0.84850
C 5.13797 2.72167 0.03894
C 6.40655 2.22830 0.44226
C 6.83322 3.00006 1.49000
H 5.96089 4.68520 2.40856
H 3.98793 4.45041 0.85081
H 4.52442 2.34498 -0.76204
H 6.94703 1.40479 0.00664
H 7.73874 2.96384 2.07107
N -4.78890 1.12092 -5.27867
C -5.88274 0.99052 -6.09019
C -5.54681 0.14289 -7.11276
C -4.19618 -0.25267 -6.90885
C -3.75801 0.36887 -5.76927
H -4.74495 1.67394 -4.44306
H -6.80274 1.50620 -5.87397
H -6.19609 -0.16148 -7.91670
H -3.61559 -0.91770 -7.52628
H -2.80794 0.33594 -5.26354
N -0.88654 -3.57972 -0.45798
C -0.05183 -4.07377 -1.42108
C 0.14262 -5.40717 -1.16200
C -0.60187 -5.72552 0.00548
C -1.22714 -4.57653 0.41264
H -1.22675 -2.63360 -0.42064
H 0.33946 -3.43408 -2.19572
H 0.76292 -6.08054 -1.73150
H -0.67236 -6.68716 0.48525
H -1.88175 -4.38665 1.24599
N 0.03936 -5.94197 -4.64569
C -1.07228 -6.12623 -5.41903
C -0.72626 -6.93900 -6.46678
C 0.65004 -7.26011 -6.31545
C 1.09205 -6.63075 -5.18117
H 0.06687 -5.40537 -3.79751
H -2.01175 -5.66890 -5.15920
H -1.38573 -7.26849 -7.25241
H 1.24556 -7.88141 -6.96357
H 2.06298 -6.61495 -4.71557
*
```

Löwdin population analysis, charges in e, atoms 1 to 2: B 0.021; C -0.220

=====

2.
One molecule with the formula C4H5NO2 at a distorted geometry, computed with ωB97M-V/def2-TZVPD.

The HOMO energy comes out at -8.64 eV. Its strongest force on any atom is 0.02523 hartree/bohr. As for the calculated total energy: -9812.9006 eV. The value obtained for the lowest unoccupied orbital energy is 0.69 eV.

Geometry as ORCA input:
```
! wB97M-V def2-TZVPD RIJCOSX def2/J DEFGRID3
* xyz 0 1
C -1.89217 0.40016 0.26480
C -0.46535 0.01955 0.00946
C -0.01276 -1.09229 -0.62876
O 1.33472 -0.87480 -0.91410
C 1.61826 0.22267 -0.23094
O 2.92023 0.34956 0.03945
N 0.61247 0.87115 0.26641
H -1.99976 1.20475 1.00221
H -2.29462 0.76975 -0.68705
H -2.51370 -0.46067 0.54783
H -0.20716 -2.11521 -0.33056
H 3.00685 0.74518 0.92361
*
```

natural (NBO) population analysis, charges in e, atoms 1 to 2: C -0.646; C 0.130

=====

3.
A 2-piece molecular cluster, FNO2 overall at a distorted geometry, computed with ωB97M-V/def2-TZVPD.

The HOMO energy (alpha / beta) comes out at -12.06 / -11.89 eV. Its strongest force on any atom is 0.05852 hartree/bohr. As for the calculated total energy: -8293.9698 eV. The value obtained for the lowest unoccupied orbital energy (alpha / beta) is -2.84 / -2.76 eV.

Geometry as ORCA input:
```
! wB97M-V def2-TZVPD RIJCOSX def2/J DEFGRID3
* xyz 0 1
N -0.18445 -0.23619 -0.31817
O -0.04476 -1.33327 -0.09851
O 1.35672 1.05222 0.01212
F -1.12751 0.51724 0.40456
*
```

natural (NBO) population analysis, charges in e, atoms 1 to 2: N 0.534; O -0.154

=====

- Which formula does entry 3 have?
  FNO2